Entry 1:
A molecular structure, C16H45N8O10P4Ti, computed with ωB97M-V with the def2-TZVPD basis set.

Values from the calculation:
HOMO-LUMO gap (spin up / spin down)   0.23695 / 0.36632 Ha
Energy above the lowest of the compared OMol25 structures with the same formula, charge and spin   0.543 eV
Charge   +1
Highest occupied orbital energy (spin up / spin down)   -8.16 / -11.69 eV
Multiplicity   3

Last column: Löwdin spin population.
Geometry (Å):
Ti -0.40192 0.54009 1.50502  1.769
C 3.37696 -0.27980 -0.46031  0.002
N 2.91430 -0.86310 -1.72121  0.000
C 2.90744 0.06903 -2.84383  0.000
P 1.85191 -2.11347 -1.64104  0.000
O 1.36069 -2.45862 -0.29957  0.001
O 0.59237 -1.63831 -2.59717  0.000
P -0.46394 -0.48912 -2.26765  0.002
O -0.20867 0.31308 -1.05346  0.015
N -0.39529 0.43676 -3.63689  0.000
C -0.60431 -0.18590 -4.93764  0.000
C -0.68432 1.86149 -3.60283  0.000
N -1.87358 -1.35769 -2.11960  0.000
C -3.06164 -0.54558 -1.85942  0.000
C -2.15190 -2.55003 -2.91546  0.000
N 2.47964 -3.38362 -2.46133  0.000
C 1.69748 -4.61569 -2.48073  0.000
C 3.36736 -3.21658 -3.60308  0.000
H 4.26060 0.32154 -0.67079  0.000
H 3.65936 -1.06563 0.23719  0.000
H 2.61838 0.36379 -0.00251  0.002
H 3.92299 0.42672 -3.01845  0.000
H 2.25762 0.92824 -2.64419  0.000
H 2.55639 -0.42054 -3.75081  0.000
H -0.32188 -1.23665 -4.90437  0.000
H 0.02322 0.31004 -5.68034  0.000
H -1.64664 -0.10983 -5.26555  0.000
H -0.44038 2.25473 -2.62180  0.000
H -1.73622 2.07396 -3.82472  0.000
H -0.06835 2.36971 -4.34711  0.000
H -2.79390 0.33513 -1.27329  0.000
H -3.78594 -1.13394 -1.29266  0.000
H -3.54469 -0.22183 -2.78873  0.000
H -1.23956 -3.11576 -3.07980  0.000
H -2.60156 -2.30161 -3.88297  0.000
H -2.85311 -3.18255 -2.36866  0.000
H 1.06183 -4.66017 -1.59889  0.000
H 2.37294 -5.47143 -2.46230  0.000
H 1.07630 -4.68432 -3.38100  0.000
H 4.03497 -2.37527 -3.43818  0.000
H 2.81485 -3.06841 -4.53832  0.000
H 3.97611 -4.11519 -3.70649  0.000
N -1.72247 -1.22078 1.13082  0.015
C -1.86057 -2.17784 2.25296  0.004
C -0.56386 -2.92716 2.51032  0.000
C 0.55471 -2.09338 3.11362  0.004
N 1.06521 -1.05353 2.19321  0.023
H -2.64345 -0.91950 0.82324  0.004
H -1.31159 -1.70363 0.32927  0.001
H -2.65359 -2.90146 2.04190  0.000
H -2.15210 -1.61372 3.14223  0.000
H -0.21994 -3.39815 1.58483  0.000
H -0.78369 -3.73649 3.21017  0.000
H 1.36584 -2.76508 3.41114  0.000
H 0.20479 -1.59904 4.01881  0.000
H 1.45447 -1.52334 1.37856  0.003
H 1.81174 -0.56162 2.68003  0.004
C -0.13002 4.04297 5.08272  0.000
C 0.70685 3.04652 4.29495  0.001
O 2.08528 3.17033 4.67059  0.000
P 0.71675 3.42874 2.51155  0.004
O 1.77811 4.59555 2.38356  0.000
O -0.63545 4.13736 2.07037  0.001
O 0.97898 2.25845 1.63570  0.031
P 0.20800 1.27778 4.53186  0.002
O -0.54055 1.22687 5.94664  0.000
O 1.50173 0.54210 4.57004  0.001
O -0.85286 0.96706 3.49851  0.029
H 0.14985 5.07185 4.84296  0.000
H 0.04948 3.88972 6.14484  0.000
H -1.19299 3.89446 4.89012  0.000
H 2.42601 2.25550 4.71658  0.000
H 2.51558 4.45765 2.99843  0.000
H -0.80000 4.98070 2.50709  0.000
H 0.05839 0.94676 6.64504  0.000
N -1.75674 2.69093 -0.26531  0.011
C -2.88299 3.36336 -0.56999  0.019
C -3.85996 2.90365 0.28350  0.003
C -3.21457 1.95537 1.08846  0.026
N -1.93530 1.83501 0.74696  0.015
H -0.82591 2.82283 -0.62535  0.000
H -2.90567 4.09961 -1.35509  0.001
H -4.88914 3.21285 0.32410  0.000
H -3.60431 1.37708 1.91097  0.002


Entry 2:
A molecular structure, C16H45NNa4O11V, computed with ωB97M-V with the def2-TZVPD basis set.

Values from the calculation:
HOMO-LUMO gap (spin up / spin down)   0.17765 / 0.17184 Ha
Charge   +2
Highest occupied orbital energy (spin up / spin down)   -12.47 / -12.47 eV
Multiplicity   4

Last column: Löwdin spin population.
Geometry (Å):
Na 5.13361 -1.21905 0.41604  0.006
Na 2.89809 -3.82176 2.24221  0.002
Na -1.00127 -4.84775 2.80739  0.000
Na 0.76474 2.03441 5.03023  0.016
V 2.87557 -0.44631 3.54664  2.970
O 0.38345 -0.27828 3.55680  0.002
C 0.09196 -1.02591 2.38989  0.003
C 1.15006 -1.06696 1.15834  0.003
O 2.50161 -1.36019 1.50179  0.016
H -0.80916 -0.66880 1.89134  0.000
H -0.16524 -2.03925 2.69825  0.000
H 1.12689 -0.09110 0.67331  0.000
H 0.78618 -1.74291 0.38453  0.000
O 3.19079 -2.36103 4.68187  -0.017
C 2.77614 -3.56714 5.32461  -0.002
C 1.42829 -4.24514 4.90402  -0.001
O 1.26845 -5.20069 3.84793  0.000
H 2.76110 -3.49400 6.41205  0.000
H 3.64900 -4.18297 5.10787  -0.002
H 0.70117 -3.43849 4.81065  0.000
H 0.96036 -4.61627 5.81582  0.000
C 2.31419 1.65723 -2.19575  0.000
C 1.19363 2.43054 -2.83335  0.000
C 1.46989 2.81872 -4.34340  0.000
C 1.32632 1.61616 -5.29348  0.000
C -0.06644 1.02690 -5.10395  0.000
C -0.44346 0.60856 -3.64928  0.000
N -0.18574 1.79682 -2.79284  0.000
O -0.48925 1.56374 -1.50056  0.000
C -1.92647 0.20032 -3.63130  0.000
C 0.32276 -0.69505 -3.22027  0.000
C 1.12879 3.87122 -2.15770  0.000
H 1.93008 1.19563 -1.28609  0.000
H 3.17179 2.31903 -2.07470  0.000
H 2.62791 0.89001 -2.90360  0.000
H 0.82950 3.63655 -4.67378  0.000
H 2.45118 3.25424 -4.53179  0.000
H 2.11914 0.88421 -5.13919  0.000
H 1.54374 2.06596 -6.26224  0.000
H -0.34608 0.28639 -5.85331  0.000
H -0.73759 1.85369 -5.33648  0.000
H -2.20123 -0.35222 -2.73280  0.000
H -2.57557 1.06824 -3.74740  0.000
H -2.33353 -0.52271 -4.33815  0.000
H -0.09661 -1.52683 -3.78629  0.000
H 1.40125 -0.71747 -3.37665  0.000
H 0.08421 -1.03164 -2.21136  0.000
H 0.81786 3.72915 -1.12270  0.000
H 0.38632 4.62678 -2.41453  0.000
H 2.14422 4.26746 -2.15441  0.000
H -0.06963 0.76380 -1.17555  0.000
O 2.03971 2.67585 1.27935  0.002
H 2.54414 3.41959 0.94977  0.000
H 2.32911 1.93482 0.74704  0.000
O -3.01088 0.32301 3.74193  0.000
H -3.65018 -0.27011 3.34729  0.000
H -2.19521 -0.17773 3.75525  0.000
O -2.03967 -3.75060 -0.32755  0.000
H -1.42729 -4.38970 0.03685  0.000
H -1.49289 -3.16744 -0.85403  0.000
O 0.15838 -1.25704 6.32099  0.002
H -0.06108 -0.96023 5.43783  0.000
H 1.10189 -1.11364 6.39483  0.001
O 2.32402 -3.34270 -1.64348  0.000
H 2.19414 -2.59630 -1.05846  0.000
H 1.66784 -3.98203 -1.36612  0.000
C -4.39320 2.63745 1.44217  0.000
C -3.58473 1.77109 0.46551  0.000
C -4.49334 0.62887 -0.07099  0.000
O -3.06501 2.56000 -0.51311  0.000
H -5.33631 2.94517 0.99056  0.000
H -3.94817 3.55708 1.82208  0.000
H -4.69291 2.09691 2.34000  0.000
H -2.81085 1.21878 0.99858  0.000
H -4.88906 0.01053 0.73472  0.000
H -3.96617 -0.01082 -0.77880  0.000
H -5.32132 1.06116 -0.63285  0.000
H -2.24355 2.27207 -0.91796  0.000


Entry 3:
6 unconnected molecules or ions with the total composition C16H45NO7, computed with ωB97M-V with the def2-TZVPD basis set.

Values from the calculation:
HOMO-LUMO gap   0.35060 Ha
Energy above the lowest of the compared OMol25 structures with the same formula, charge and spin   0.000 eV
Highest occupied orbital energy   -8.92 eV
SMILES   COCCNCCOC.CCO.CCO.CCO.CCO.CCO

Last column: Mulliken charge in e.
Geometry (Å):
C 0.89056 -0.95155 -2.80807  -0.879
O -0.25559 -1.03752 -1.96227  -0.289
C -1.43745 -0.75041 -2.70924  -0.562
C -2.71351 -0.99059 -1.88157  -1.029
N -3.01001 -0.06147 -0.80865  0.122
C -3.38709 1.27508 -1.25427  -0.450
C -3.44305 2.22772 -0.06375  -0.974
O -2.13336 2.59817 0.32537  0.001
C -2.17629 3.49941 1.42010  -0.972
H 1.75479 -1.09616 -2.16014  0.232
H 0.94564 0.02558 -3.29086  0.332
H 0.85482 -1.76805 -3.53225  0.325
H -1.52692 -1.47249 -3.52724  0.449
H -1.40572 0.26867 -3.10185  0.398
H -2.60744 -1.96157 -1.39426  0.272
H -3.51457 -0.98336 -2.62370  0.488
H -2.30590 -0.10799 -0.08896  -0.128
H -4.38165 1.15836 -1.68506  0.446
H -2.67167 1.73593 -1.94831  0.221
H -3.96724 1.71712 0.75158  0.376
H -3.96982 3.13433 -0.37940  0.541
H -1.27785 4.11303 1.44229  0.233
H -2.25714 2.89495 2.32824  0.302
H -3.02312 4.19103 1.39207  0.368
C 0.74650 4.37202 -1.14063  -1.499
C 0.24254 3.12749 -1.85930  1.437
O -0.39778 3.51598 -3.07605  -0.592
H 1.53785 4.82940 -1.73367  0.341
H 1.06319 4.18866 -0.11256  0.319
H -0.06461 5.10193 -1.05097  0.399
H -0.49116 2.60467 -1.23981  -0.792
H 1.09442 2.46486 -2.01019  0.051
H -1.09225 4.12995 -2.81913  0.366
C 4.93573 1.89632 -2.11090  -0.997
C 4.99307 0.98187 -0.89438  -0.015
O 6.15893 0.17035 -0.96895  -0.528
H 4.81699 1.31480 -3.02812  0.343
H 5.83957 2.50012 -2.18069  0.323
H 4.08836 2.58405 -2.03359  0.181
H 4.10125 0.34802 -0.83262  0.093
H 5.04253 1.59407 0.00598  0.282
H 6.22178 -0.18106 -1.86138  0.319
C -3.24672 -2.57388 1.48994  -0.473
C -3.08615 -3.72437 2.45289  -0.383
O -4.20615 -3.79179 3.33610  -0.525
H -3.30530 -1.61282 2.00184  0.244
H -4.08505 -2.67295 0.80157  0.370
H -2.34589 -2.53754 0.86703  -0.022
H -2.14704 -3.62763 3.00931  0.171
H -3.02458 -4.66430 1.89191  0.331
H -4.37408 -4.71624 3.52925  0.307
C 0.66183 0.70426 0.76835  -0.281
C 0.11251 -0.52397 1.47090  -0.362
O 0.30007 -1.72275 0.70070  -0.748
H 0.17248 0.84224 -0.19378  -0.162
H 1.71576 0.57640 0.50329  0.121
H 0.52525 1.58817 1.38724  0.420
H -0.95510 -0.37784 1.66922  -0.053
H 0.59733 -0.67774 2.43626  0.655
H 0.14826 -1.47299 -0.24616  0.557
C 3.35381 -4.00276 3.89710  -1.158
C 2.35133 -3.58647 2.81655  0.142
O 2.71549 -2.33476 2.24247  -0.528
H 2.95850 -3.60883 4.83778  0.286
H 4.35357 -3.59379 3.77727  0.304
H 3.36011 -5.08776 3.99460  0.323
H 1.36556 -3.58993 3.28965  0.092
H 2.35206 -4.33816 2.01891  0.244
H 1.91482 -2.07354 1.75694  0.277


Entry 4:
A molecular structure, C16H46BeN3O9, computed with ωB97M-V with the def2-TZVPD basis set.

Values from the calculation:
HOMO-LUMO gap   0.20899 Ha
Energy above the lowest of the compared OMol25 structures with the same formula, charge and spin   0.000 eV
Charge   +1
Highest occupied orbital energy   -11.05 eV

Last column: Mulliken charge in e.
Geometry (Å):
Be -5.45180 -3.16049 1.56474  0.905
O -5.96352 -2.66698 5.87861  -0.110
C -5.87962 -2.44618 4.57650  0.308
O -4.85655 -2.90298 4.02417  -0.792
O -6.81512 -1.89580 3.93203  -0.282
H -5.12024 -3.11834 5.79643  0.022
C -11.00097 -2.08329 6.33695  -1.400
C -10.30580 -0.96089 5.58938  0.358
C -9.01052 -0.31169 6.20040  0.187
O -8.55262 0.69055 5.27980  -0.411
C -7.22203 1.06431 5.48017  -0.581
N -10.05725 -1.52308 4.26514  -0.658
H -10.37830 -2.97325 6.42833  0.305
H -11.95859 -2.30065 5.86385  0.335
H -11.18274 -1.81486 7.37763  0.415
H -10.99660 -0.11948 5.53522  0.301
H -8.18627 -1.02459 6.17842  -0.414
H -9.04780 0.09585 7.21067  0.492
H -7.24470 1.94883 6.11674  0.349
H -6.82846 1.48645 4.55551  0.142
H -6.60569 0.32976 5.99849  0.194
H -9.52119 -2.37062 4.38515  0.052
H -9.24506 -1.03462 3.91605  0.263
C -9.60766 -3.32382 0.31007  -1.663
C -8.29045 -3.51923 1.06729  0.887
C -8.29834 -4.43807 2.25493  -0.745
O -6.99862 -4.62656 2.84519  -0.069
C -6.91942 -5.62834 3.87041  -1.003
N -7.33083 -4.16263 0.17112  -0.412
H -9.54657 -2.37564 -0.22410  0.362
H -10.47895 -3.16507 0.94550  0.423
H -9.82249 -4.20081 -0.30053  0.480
H -7.98177 -2.53060 1.40705  -0.185
H -8.79030 -5.38270 2.02305  0.550
H -8.81143 -3.96089 3.08988  0.194
H -6.08830 -5.46160 4.55563  0.272
H -6.95254 -6.62006 3.41930  0.369
H -7.76427 -5.60152 4.55860  0.385
H -7.36321 -5.13839 0.42985  0.262
H -7.83354 -4.12661 -0.70414  0.371
C -3.41627 1.09377 1.79816  -1.587
C -4.43295 -0.07499 1.61437  0.679
C -5.50041 0.13801 0.52868  -0.951
O -6.23912 -1.01707 0.33504  -0.029
C -7.01243 -0.91433 -0.88048  -0.838
N -3.66229 -1.23102 1.23976  -0.189
H -4.03748 1.87009 2.24484  0.417
H -3.03010 1.45153 0.84371  0.398
H -2.53861 0.96499 2.43158  0.392
H -4.87834 -0.29267 2.58512  -0.061
H -4.91394 0.33911 -0.36782  0.568
H -6.04215 1.02174 0.86579  0.276
H -8.02634 -0.58526 -0.65290  0.278
H -7.16269 -1.90991 -1.29800  0.230
H -6.62196 -0.25061 -1.65192  0.462
H -2.86443 -1.34336 1.84879  0.122
H -3.30011 -1.08840 0.30778  0.288
C -6.79149 -3.71127 9.21556  -0.724
O -7.65731 -3.36443 8.15382  -0.430
H -6.23096 -4.63202 9.05386  0.288
H -5.91202 -3.06740 9.20749  0.233
H -7.26108 -3.64790 10.19718  0.304
H -7.15953 -2.96948 7.43422  0.441
C -1.35755 -2.72924 3.84108  -0.476
O -1.08146 -2.08494 2.60229  -0.586
H -0.48955 -2.89107 4.48021  0.391
H -1.97347 -2.02551 4.40101  0.193
H -1.99813 -3.59143 3.65562  0.127
H -0.19794 -1.71400 2.66043  0.301
C -3.13555 -3.45450 7.76355  -0.612
O -1.85136 -3.67883 7.16229  -0.526
H -3.00752 -3.31509 8.83700  0.397
H -3.49527 -2.53124 7.30935  0.258
H -3.79025 -4.32596 7.76771  0.201
H -1.17519 -3.36471 7.76704  0.304


For reference, calculated total energy by record: -4042.3595, -3111.5544, -1217.9356, -1492.9544 Eh.